[1]
Density functional theory data (the ωB97M-V functional and the def2-TZVPD basis) for a cluster of 2 separate species, C27H38BI2N4O8S in total in a non-equilibrium geometry.

The HOMO-LUMO gap comes out at 0.258 Ha. The HOMO energy is -11.148 eV. The calculation puts the LUMO energy at -4.120 eV. For the energy relative to the best compared isomer or geometry (same formula, charge and spin), the calculation gives 0.0 kcal per mole. Its total charge is +1.

Structure (XYZ):
```
81
Properties=species:S:1:pos:R:3:forces:R:3
C 3.94260 1.50028 3.34199 -0.7 -0.8 0.6
C 3.21966 0.33371 2.70212 -0.1 0.4 0.2
I 1.67760 -0.46743 3.92437 0.5 0.1 -0.3
C 3.50449 -0.15372 1.50502 0.4 0.1 -0.6
I 5.03979 0.72274 0.31528 -0.4 -0.4 0.2
O 2.88492 -1.25069 0.89133 -0.8 0.3 0.5
C 1.83838 -0.83870 0.07388 0.7 0.6 -1.7
O 2.05380 -0.40770 -1.03070 -0.3 -0.6 1.2
C 0.44002 -0.96902 0.60916 -0.2 -0.7 0.6
C 0.02457 -2.15823 1.22232 1.8 -0.5 -0.1
B 0.93810 -3.48704 1.36725 0.2 -0.3 -0.8
O 1.60844 -3.78502 2.52777 -0.5 0.8 0.1
N 0.97371 -4.35307 0.21617 1.0 -0.2 0.6
C 1.90719 -3.86250 -0.83586 -0.8 0.6 -0.3
C 1.23224 -5.76210 0.59152 -0.6 0.2 -0.3
C -1.23126 -2.21099 1.70351 -0.3 -0.8 0.4
N -2.05850 -1.16789 1.59851 -0.5 -0.6 0.6
C -1.72052 -0.02754 1.01917 -0.8 1.0 -0.6
C -2.73210 1.10045 0.93366 1.0 -0.7 0.6
C -2.29695 2.13780 1.98917 -1.0 0.3 0.6
C -3.21354 3.37253 2.15282 0.3 0.2 -0.4
C -3.80566 3.97113 0.86279 0.1 -0.3 0.2
C -2.80826 4.25035 -0.27788 0.0 0.5 0.2
C -1.43281 4.79454 0.15066 0.3 0.2 -0.8
C -1.32566 6.34372 0.15847 0.5 -1.2 -0.2
S -0.30226 6.91403 1.54893 0.0 0.6 -0.1
C 1.05322 5.81105 1.54728 -0.3 -0.3 -0.6
N 1.49791 5.29073 2.61622 -0.1 -0.3 1.7
N 2.55911 4.47285 2.28882 0.0 0.1 0.5
C 2.66688 4.55505 1.02098 0.7 -0.7 0.4
O 1.76636 5.36326 0.47046 -0.5 0.8 -1.2
C -0.45236 0.08237 0.49098 1.6 1.1 -0.5
C 0.01738 1.32874 -0.23660 -1.3 0.3 -0.7
C -0.44887 1.18636 -1.72575 0.3 0.4 0.6
C 0.32934 2.06725 -2.68152 1.1 -0.9 -1.5
O 1.00814 1.57118 -3.55123 -0.7 0.5 0.6
O 0.23860 3.43393 -2.57387 -1.0 -0.6 0.7
H 3.22059 2.02385 3.96967 0.2 0.3 -0.2
H 4.39428 2.16873 2.61821 0.0 0.0 0.1
H 4.68163 1.07835 4.03048 0.2 0.2 -0.2
H 2.55878 -3.80026 2.36131 0.0 -0.5 0.2
H 2.15446 -4.62716 -1.59019 -0.2 0.3 0.7
H 2.81938 -3.44085 -0.39348 0.1 -0.3 -0.2
H 1.39579 -3.04305 -1.36067 0.2 -0.1 -0.1
H 2.26381 -5.95986 0.89989 -0.1 0.0 0.0
H 0.97330 -6.37444 -0.26425 0.3 -0.1 -0.1
H 0.51811 -6.02309 1.37595 0.4 -0.1 0.2
H -1.57162 -3.11115 2.19792 -0.4 0.2 0.0
H -2.97930 -1.30030 2.00123 -0.1 0.4 -0.1
H -3.71306 0.68498 1.17929 -0.1 0.3 -0.2
H -2.70371 1.44343 -0.09754 -0.3 0.3 0.1
H -1.27657 2.49306 1.86690 0.0 -0.3 -0.3
H -2.31501 1.61228 2.95222 0.2 0.1 -0.1
H -2.59216 4.15185 2.60604 -0.1 -0.1 0.2
H -4.02062 3.15955 2.85730 0.0 0.0 -0.1
H -4.27590 4.91728 1.14764 0.0 -0.1 0.0
H -4.61707 3.32395 0.51027 0.1 0.1 -0.1
H -3.26844 5.02226 -0.90696 0.0 -0.2 -0.1
H -2.66147 3.40289 -0.95444 -0.1 -0.1 0.3
H -1.05402 4.39089 1.09126 -0.3 0.0 0.0
H -0.72756 4.47260 -0.62047 0.1 -0.1 0.2
H -0.85004 6.65695 -0.77105 -0.2 0.2 0.0
H -2.32026 6.78687 0.21340 0.2 0.3 0.4
H 3.42908 4.00509 0.49197 -0.3 0.3 -0.7
H -0.44682 2.23739 0.14057 0.1 -0.1 0.2
H 1.09262 1.46684 -0.17861 -0.1 -0.1 0.0
H -0.32943 0.15095 -2.03722 0.3 0.2 -0.2
H -1.51624 1.41296 -1.81510 0.1 0.2 0.1
H 0.03578 3.76134 -3.45992 0.5 0.2 -0.1
O 1.77004 -6.39565 -2.49422 -0.3 0.0 -0.1
C 0.71664 -6.23644 -3.04728 0.3 -0.5 -0.4
O -0.40308 -5.83159 -2.40660 0.1 0.1 0.0
C -1.51963 -5.84208 -3.31675 -0.2 0.0 -0.2
C -0.90364 -5.75266 -4.70306 0.0 0.0 -0.2
C 0.41851 -6.48811 -4.51028 -0.4 0.4 -0.1
H -2.07814 -6.76828 -3.16780 0.0 0.0 0.0
H -2.17168 -4.99969 -3.09608 0.1 0.0 0.2
H -1.53581 -6.17324 -5.48230 0.0 0.0 0.1
H -0.70914 -4.70893 -4.95610 0.0 0.0 0.0
H 0.31672 -7.56282 -4.66788 0.1 0.0 0.0
H 1.20717 -6.08706 -5.14047 0.2 -0.2 0.1
```
Forces are in eV/Å.

=====

[2]
Density functional theory data (the ωB97M-V functional and the def2-TZVPD basis) for a structure of composition C54H64AsBeO2PSe.

The HOMO-LUMO gap comes out at 0.297 Ha. The HOMO energy is -7.562 eV. The calculation puts the LUMO energy at 0.510 eV.

Structure (XYZ):
```
124
Properties=species:S:1:pos:R:3:forces:R:3
Be -0.91210 -0.68819 -0.20084 -0.1 -0.2 0.1
C 1.16988 6.30338 -1.60301 0.0 -0.1 -0.1
C 1.24969 5.13675 -2.59946 0.1 0.1 0.1
C 0.79466 5.63437 -3.97305 0.0 0.0 0.1
C 2.71209 4.67703 -2.71666 -0.1 0.0 0.0
C 0.39742 3.97985 -2.08950 0.0 0.0 0.0
C 0.78021 3.27506 -0.95555 0.0 -0.1 0.0
C 0.08506 2.14699 -0.57110 -0.1 -0.2 0.2
Se 0.63227 1.23619 1.02992 0.1 0.1 0.0
C 1.98149 0.06166 0.33363 -0.3 0.0 0.1
C 3.27402 0.51975 0.19160 -0.1 -0.1 0.0
C 4.26475 -0.33260 -0.28152 0.1 0.0 0.0
C 3.91560 -1.66696 -0.42175 0.0 0.0 0.0
C 2.63289 -2.18202 -0.21977 -0.2 -0.1 0.1
C 1.59536 -1.26258 0.04095 0.3 0.3 -0.2
O 0.29216 -1.55457 -0.01103 0.4 -0.6 0.0
C 2.48402 -3.71010 -0.33119 -0.1 0.0 -0.1
C 3.65590 -4.39415 0.39715 0.0 0.0 -0.1
C 1.20186 -4.23771 0.31748 0.1 0.1 0.0
C 2.49394 -4.10378 -1.81481 0.0 0.0 0.1
C 5.65470 0.20917 -0.59936 0.1 0.1 0.0
C 6.33499 0.66706 0.69908 0.0 0.0 -0.1
C 6.54794 -0.83275 -1.27679 -0.1 0.1 0.1
C 5.51862 1.40310 -1.55834 0.0 -0.1 0.0
C -1.04049 1.66050 -1.26819 0.4 0.2 0.1
O -1.52413 0.45078 -0.95376 -0.4 0.4 -0.4
C -1.55980 2.49230 -2.28308 -0.2 -0.1 0.1
C -0.79297 3.58796 -2.68383 0.1 0.0 0.0
C -2.87682 2.25166 -3.03757 0.1 -0.1 0.0
C -2.55100 1.43574 -4.29789 -0.1 0.0 0.1
C -3.53494 3.58645 -3.42777 0.0 -0.1 0.0
C -3.90600 1.49873 -2.18738 0.1 0.1 0.0
H 1.82000 7.12126 -1.92279 0.0 0.0 0.0
H 0.14654 6.67676 -1.53488 0.0 0.0 0.0
H 1.48127 5.98447 -0.60741 0.0 0.0 0.0
H 1.46245 6.42903 -4.30962 0.0 0.0 0.0
H 0.82273 4.83176 -4.71258 0.0 0.0 0.0
H -0.21592 6.04451 -3.93577 0.0 0.0 0.0
H 3.31594 5.45912 -3.18186 0.0 0.0 0.0
H 3.13923 4.46159 -1.73694 0.0 0.0 0.0
H 2.78432 3.77414 -3.32537 0.0 0.0 0.0
H 1.63800 3.57033 -0.36444 0.0 0.0 0.0
H 3.48362 1.55431 0.43373 0.0 0.0 0.0
H 4.68521 -2.37134 -0.70787 0.0 0.0 0.0
H 3.82819 -3.92478 1.36704 0.0 0.0 0.0
H 3.41700 -5.44678 0.56103 0.0 0.0 0.0
H 4.58322 -4.35040 -0.17515 0.0 0.0 0.0
H 1.19915 -4.01512 1.38535 -0.1 0.0 0.1
H 0.33497 -3.76836 -0.12588 -0.1 0.0 0.0
H 1.13704 -5.32182 0.18562 0.1 0.0 0.0
H 3.40559 -3.75011 -2.29995 0.0 0.0 0.0
H 2.44755 -5.19104 -1.92402 0.0 0.0 0.0
H 1.64056 -3.66147 -2.33224 0.0 0.0 0.0
H 6.51990 -0.18933 1.35005 0.0 0.0 0.0
H 7.29099 1.14913 0.48140 0.0 0.0 0.0
H 5.70807 1.37605 1.24096 0.0 0.0 0.0
H 6.75198 -1.67828 -0.61748 0.0 0.0 0.0
H 6.09272 -1.20178 -2.19782 0.0 0.0 0.0
H 7.50453 -0.37453 -1.53394 0.0 0.0 0.0
H 4.94499 2.21521 -1.11164 0.0 0.0 0.0
H 6.50547 1.79008 -1.82217 0.0 0.0 0.0
H 5.01264 1.09469 -2.47499 0.0 0.0 0.0
H -1.16070 4.16268 -3.52195 0.0 0.0 0.0
H -1.91868 2.01274 -4.97501 0.0 0.0 0.0
H -2.00955 0.52952 -4.02266 0.0 -0.1 0.0
H -3.46543 1.15511 -4.82872 0.0 0.0 0.0
H -3.05991 4.05649 -4.28960 0.0 0.0 0.0
H -4.58125 3.41073 -3.68388 0.0 0.0 -0.1
H -3.50477 4.28696 -2.59178 0.0 0.0 0.0
H -3.48554 0.57454 -1.81811 0.0 -0.1 0.0
H -4.19835 2.10348 -1.32543 0.0 0.0 0.0
H -4.79575 1.28761 -2.78582 0.0 0.0 0.0
C -4.29691 -1.91768 -0.48608 0.3 0.1 0.0
P -2.50774 -2.33054 -0.48418 -0.6 -0.3 -0.1
C -2.61935 -3.91142 0.44855 0.3 0.3 0.1
C -2.21528 -2.91404 -2.18787 0.1 0.0 0.0
C -2.70174 -2.18488 -3.27126 0.0 0.0 0.1
C -2.38262 -2.55080 -4.56887 0.0 0.0 -0.1
C -1.57107 -3.65066 -4.80533 0.0 0.0 0.1
C -1.08836 -4.38746 -3.73393 0.0 0.0 0.0
C -1.40371 -4.02003 -2.43487 -0.1 0.0 0.0
H -4.49684 -1.03131 -1.08144 0.0 0.0 0.0
H -4.58273 -1.70708 0.54571 0.0 0.0 0.0
H -4.87965 -2.75686 -0.86495 0.0 0.0 0.0
H -3.15253 -4.65866 -0.13754 0.0 0.0 0.0
H -3.17158 -3.70858 1.36757 0.0 0.0 0.0
H -1.62920 -4.28041 0.70949 0.0 -0.1 0.0
H -3.32626 -1.31679 -3.10021 0.0 0.0 0.0
H -2.76624 -1.97564 -5.40224 0.0 0.0 0.0
H -1.30585 -3.92821 -5.81703 0.0 0.0 0.0
H -0.45334 -5.24717 -3.90699 0.0 0.0 0.0
H -1.00944 -4.60304 -1.61230 0.0 0.0 0.0
C -5.56746 -0.65265 6.27780 0.0 0.0 0.0
C -4.51481 -1.55486 6.28686 0.0 0.0 0.0
C -3.59022 -1.56169 5.25097 0.1 0.0 -0.1
C -3.71208 -0.66483 4.19767 -0.1 0.0 -0.2
C -4.78832 0.21940 4.18181 0.1 0.0 -0.1
C -5.70723 0.23259 5.21811 0.0 0.0 0.0
As -2.38982 -0.48777 2.73247 0.0 0.2 0.6
C -1.60351 1.09460 3.55908 0.2 0.1 0.0
C -2.04258 2.40217 3.45010 -0.1 0.0 -0.1
C -1.36597 3.41575 4.11516 0.0 0.0 0.0
C -0.25154 3.11695 4.88682 0.0 0.0 0.0
C 0.19935 1.80959 4.98794 0.0 0.0 0.0
C -0.46923 0.79015 4.32211 -0.1 0.1 -0.1
C -0.09159 -0.63074 4.31935 0.0 -0.2 -0.1
C 1.00334 -1.18266 4.97518 0.0 0.0 0.0
C 1.23306 -2.54844 4.91510 0.0 0.0 0.0
C 0.37636 -3.37365 4.19927 0.0 0.0 0.0
C -0.70817 -2.82835 3.52565 -0.1 0.0 -0.1
C -0.94371 -1.46474 3.58147 0.1 0.0 0.1
H -6.27850 -0.64076 7.09373 0.0 0.0 0.0
H -4.40586 -2.25230 7.10778 0.0 0.0 0.0
H -2.76397 -2.26166 5.27308 0.0 0.0 0.0
H -4.89496 0.91232 3.35309 -0.1 0.0 0.0
H -6.53087 0.93514 5.20356 0.0 0.0 0.0
H -2.90439 2.64074 2.83689 0.0 0.0 0.0
H -1.70133 4.44118 4.02766 0.0 0.0 0.0
H 0.27447 3.90814 5.40508 0.0 0.0 0.0
H 1.07579 1.59071 5.58511 0.0 0.0 0.0
H 1.67714 -0.55067 5.53975 0.0 0.0 0.0
H 2.08201 -2.97444 5.43415 0.0 0.0 0.0
H 0.55780 -4.44049 4.16468 0.0 0.0 0.0
H -1.37205 -3.47371 2.96230 0.0 0.0 0.0
```
Forces are in eV/Å.

=====

[3]
Density functional theory data (the ωB97M-V functional and the def2-TZVPD basis) for an isolated molecule of C8H8BNO2 in a non-equilibrium geometry.

The HOMO-LUMO gap comes out at 0.341 Ha. The HOMO energy is -9.115 eV. The calculation puts the LUMO energy at 0.175 eV. For the energy relative to the best compared isomer or geometry (same formula, charge and spin), the calculation gives 0.0 kcal per mole. The structure (SMILES) is CB1Nc2ccccc2C(=O)O1.

Structure (XYZ):
```
20
Properties=species:S:1:pos:R:3:forces:R:3
B 1.92927 -0.03816 -0.14353 3.1 0.1 1.8
C -3.05375 -0.39911 -0.00297 -1.6 -0.6 1.1
C -2.71153 0.94222 0.00446 1.9 0.2 -0.9
C -2.03609 -1.28125 0.06218 2.0 0.2 -0.7
C -1.36715 1.42718 -0.06765 -1.7 -0.2 0.6
C -0.71361 -0.84319 -0.13781 0.0 0.6 0.3
C -0.33450 0.51765 -0.19935 -2.8 -0.3 0.0
C 0.33211 -1.81548 -0.02815 1.4 -2.0 1.0
C 3.46812 0.46992 0.10424 -2.1 -1.6 -2.4
N 0.94156 0.91764 -0.38011 1.3 1.0 0.2
O 0.18280 -3.01058 0.02807 -0.1 0.5 -0.3
O 1.62232 -1.32597 0.20486 -1.0 -0.3 -1.1
H -4.08667 -0.86133 0.16025 1.3 1.4 -0.5
H -3.51414 1.57622 -0.14442 -1.3 1.8 0.4
H -2.18876 -2.31056 0.23660 -0.1 -1.0 0.0
H -1.06662 2.46493 0.12788 -0.7 -0.2 -0.6
H 3.41046 1.51878 -0.03643 0.7 1.1 -0.2
H 4.10632 -0.04588 -0.63778 -0.1 0.6 0.2
H 3.83758 0.20060 1.04244 0.4 -0.3 1.6
H 1.24227 1.89636 -0.19278 -0.9 -1.1 -0.5
```
Forces are in eV/Å.

=====

[4]
Density functional theory data (the ωB97M-V functional and the def2-TZVPD basis) for a structure of composition C7H16N2.

The HOMO-LUMO gap (spin up / spin down) comes out at 0.255 / 0.296 Ha. The HOMO energy (spin up / spin down) is -7.404 / -7.907 eV. The calculation puts the LUMO energy (spin up / spin down) at -0.460 / 0.136 eV. For the energy relative to the best compared isomer or geometry (same formula, charge and spin), the calculation gives 132.0 kcal per mole.

Structure (XYZ):
```
25
Properties=species:S:1:pos:R:3:forces:R:3
C 2.20886 -0.25875 0.89851 -0.1 0.0 -0.1
N 2.77936 -1.59603 0.75987 -0.1 0.1 0.0
C 1.27960 0.19237 -0.23444 -0.2 -0.4 0.1
C 0.83565 1.54273 -0.22244 -0.1 0.1 0.0
H 3.38484 -1.64831 -0.05156 0.0 0.0 0.0
H 2.05928 -2.29934 0.64140 0.0 0.0 0.0
H 3.03943 0.44825 0.96843 0.0 0.0 0.0
H 1.67448 -0.19761 1.84996 0.0 0.0 0.0
H 1.66507 -0.14442 -1.19729 0.0 0.0 0.0
H 0.85269 2.12438 0.68832 0.0 0.0 0.0
H 0.62575 2.07510 -1.13813 0.0 0.0 0.0
C -1.46686 1.15140 0.24837 0.2 -0.5 -0.1
C -0.71119 -0.71864 -1.54005 0.0 0.0 0.1
C -2.84034 0.49188 0.24557 0.1 0.0 0.0
C -0.29110 -0.38945 -0.10981 0.2 0.6 -0.2
N -0.59000 -1.17352 0.90283 -0.2 0.0 0.1
H 0.20264 -1.64077 1.32921 0.1 0.1 0.0
H -1.48922 2.02150 -0.40567 0.1 0.0 0.0
H -1.20178 1.43896 1.26179 0.0 0.0 0.0
H -0.10002 -1.55461 -1.89039 0.0 0.0 0.0
H -0.57358 0.12963 -2.21285 0.0 0.0 0.0
H -1.75118 -1.03387 -1.56429 0.0 0.0 0.0
H -3.54329 1.16424 0.74838 0.0 0.0 0.0
H -3.22297 0.32784 -0.76342 0.0 0.0 0.0
H -2.82613 -0.45293 0.78770 0.0 0.0 0.0
```
Forces are in eV/Å.